[1]
{"formula": "C3H9NO", "method": "ωB97M-V/def2-TZVPD", "orbital_gap_ev": [10.5, 5.1], "s2": 0.754, "spin_multiplicity": 2, "lumo_energy_ev": [-3.911, -9.332], "e_homo_ev": [-14.421, -14.415], "total_charge": 1, "species": ["C", "C", "C", "O", "N", "H", "H", "H", "H", "H", "H", "H", "H", "H"], "positions_angstrom": [[0.789, 1.005, -0.534], [-0.586, 0.171, -0.575], [-0.666, -1.182, 0.109], [-2.086, -1.477, 0.335], [1.368, 1.086, 0.920], [1.565, 0.877, -1.181], [0.449, 2.026, -0.746], [-1.175, 0.822, 0.053], [-0.990, 0.247, -1.646], [0.132, -1.926, -0.190], [-0.335, -1.062, 1.114], [-2.172, -2.404, 0.232], [1.504, 0.097, 1.221], [2.203, 1.718, 0.887]], "forces_ev_per_a": [[-4.67, 0.86, 4.09], [1.09, 0.99, -1.13], [0.13, 0.02, 0.60], [2.14, 0.98, -1.09], [1.31, -1.45, -4.63], [2.73, -1.07, -1.66], [0.22, 0.10, -0.03], [-0.78, 0.15, -0.14], [0.64, -0.39, 1.58], [-1.77, -0.01, -0.84], [0.57, 0.65, 1.29], [-0.51, -1.52, -0.15], [-0.20, 1.05, 1.02], [-0.88, -0.37, 1.09]]}



[2]
{"formula": "C3H3Cl2N2", "method": "ωB97M-V/def2-TZVPD", "orbital_gap_ev": 10.1, "spin_multiplicity": 1, "smiles": "Clc1c[nH+]c(Cl)[nH]1", "lumo_energy_ev": -4.028, "e_homo_ev": -14.103, "total_charge": 1, "species": ["C", "C", "C", "N", "N", "Cl", "Cl", "H", "H", "H"], "positions_angstrom": [[-0.624, -1.052, 0.041], [-1.091, 0.225, -0.013], [1.128, 0.326, -0.053], [-0.027, 1.101, 0.005], [0.755, -0.944, 0.034], [-2.662, 0.831, 0.025], [2.621, 1.067, -0.049], [-1.298, -1.850, 0.013], [-0.175, 2.088, 0.106], [1.372, -1.793, -0.109]], "forces_ev_per_a": [[-0.40, 2.56, -0.32], [0.13, 0.10, 0.64], [-1.85, 2.15, 0.84], [1.00, -2.77, -0.49], [0.99, -1.90, -0.86], [-0.13, -0.11, -0.05], [0.32, -0.50, -0.08], [0.05, -1.68, 0.06], [0.62, 0.49, -0.13], [-0.72, 1.67, 0.40]]}



Calculated total energy, -6783.463; -31177.587 eV (same order as the records).